DFT (ωB97M-V with the def2-TZVPD basis set) results for a structure of composition C32H31N6OS4Sr.

Each line ends with the Mulliken charge.
Geometry (Å):
Sr1 -0.422 0.088 -0.223  1.7655
N1 -2.312 -2.739 2.825  -0.1399
C1 -1.191 -3.182 3.590  0.4920
C2 -1.041 -4.518 3.916  -0.7214
C3 0.089 -4.932 4.610  -0.6892
C4 1.079 -4.016 4.940  -0.7838
C5 0.936 -2.682 4.586  -0.5536
C6 -0.211 -2.257 3.933  0.5536
S1 -0.460 -0.547 3.576  -0.1298
N2 -1.406 -0.661 2.135  -0.7715
C7 -2.186 -1.660 1.995  0.8822
C8 -3.088 -1.667 0.798  0.1737
C9 -4.458 -1.626 0.983  -0.4127
C10 -5.270 -1.640 -0.147  -0.4810
C11 -4.674 -1.711 -1.397  -0.6465
C12 -3.287 -1.736 -1.473  -0.4680
N3 -2.498 -1.695 -0.399  -0.2681
H1 -2.916 -3.473 2.489  0.3205
H2 -1.805 -5.234 3.633  0.3877
H3 0.197 -5.973 4.880  0.4034
H4 1.964 -4.338 5.472  0.4118
H5 1.709 -1.964 4.830  0.5021
H6 -4.872 -1.577 1.981  0.5182
H7 -6.347 -1.597 -0.051  0.4722
H8 -5.265 -1.743 -2.301  0.4486
H9 -2.788 -1.794 -2.434  0.5025
O1 1.710 0.424 -1.170  -1.2320
C13 2.521 -0.161 -0.217  1.8480
C14 2.448 0.664 1.074  0.3527
C15 1.664 1.775 1.257  -0.4250
C16 1.816 2.367 2.543  -0.9207
C17 2.728 1.717 3.305  -0.5056
S2 3.410 0.384 2.471  0.0260
C18 3.959 -0.262 -0.680  -0.8794
C19 4.909 -1.188 -0.371  -0.2251
C20 6.172 -0.887 -0.953  -0.7488
C21 6.146 0.264 -1.677  -0.5027
S3 4.590 0.979 -1.680  -0.1192
C22 1.984 -1.580 0.053  -1.0361
C23 1.800 -2.300 1.195  0.3576
C24 1.220 -3.582 0.966  -0.5927
C25 0.969 -3.806 -0.352  -0.5544
S4 1.435 -2.471 -1.329  -0.0453
H10 1.096 2.238 0.458  0.5406
H11 1.289 3.254 2.866  0.4495
H12 3.056 1.952 4.305  0.4775
H13 4.715 -2.061 0.237  0.4786
H14 7.051 -1.504 -0.841  0.4136
H15 6.950 0.717 -2.233  0.4681
H16 2.066 -1.930 2.174  0.4513
H17 1.007 -4.292 1.754  0.4696
H18 0.543 -4.686 -0.806  0.4770
C26 0.324 3.655 -4.728  -0.7708
C27 1.214 2.955 -3.724  -0.5798
N4 0.394 2.295 -2.721  0.2443
C28 -0.810 2.745 -2.303  -0.1553
N5 -1.386 2.119 -1.285  0.2568
C29 -2.619 2.697 -0.759  -1.0078
C30 -3.493 3.260 -1.864  -0.7049
C31 -2.687 4.303 -2.608  -0.6713
N6 -1.378 3.778 -2.974  0.2262
C32 -0.638 4.548 -3.969  -0.6268
H19 -0.237 2.921 -5.309  0.2951
H20 0.921 4.249 -5.419  0.3842
H21 1.888 3.680 -3.253  0.3174
H22 1.835 2.198 -4.201  0.3936
H23 0.915 1.697 -2.076  0.0493
H24 -2.391 3.491 -0.036  0.2632
H25 -3.164 1.928 -0.202  0.2967
H26 -4.401 3.710 -1.463  0.3989
H27 -3.784 2.457 -2.547  0.2541
H28 -2.571 5.204 -1.995  0.2859
H29 -3.195 4.600 -3.527  0.4235
H30 -0.099 5.372 -3.487  0.2606
H31 -1.367 4.992 -4.647  0.3753

Summary:
maximum force	0.0095	Eh/bohr
gap between HOMO and LUMO	7.671	eV
charge	+1
energy relative to the best compared isomer or geometry (same formula, charge and spin)	0.0	kcal/mol
HOMO	-10.27	eV

---

DFT (ωB97M-V with the def2-TZVPD basis set) results for a structure of composition C32H32AlN4OS4 in a non-equilibrium geometry.

Each line ends with the Mulliken charge.
Geometry (Å):
Al1 0.055 0.109 0.209  -2.7405
S1 -0.076 -6.234 3.259  -0.1620
C1 1.431 -6.911 3.630  -0.3308
C2 2.476 -6.084 3.306  -0.5748
C3 2.057 -4.878 2.747  -0.4546
C4 0.678 -4.780 2.638  0.3091
C5 -0.128 -3.731 2.101  0.7030
C6 0.418 -2.545 1.575  -0.4502
N1 -0.327 -1.569 1.050  0.8897
C7 -1.686 -1.704 1.019  0.0705
C8 -2.325 -2.870 1.506  0.2754
C9 -3.750 -2.973 1.392  -1.1743
C10 -4.486 -1.984 0.838  -1.1596
C11 -3.869 -0.780 0.366  0.4113
C12 -4.576 0.273 -0.199  -0.5453
C13 -3.915 1.442 -0.621  0.7285
C14 -2.522 1.497 -0.416  -0.5500
N2 -1.822 0.489 0.098  0.4006
C15 -2.463 -0.650 0.480  0.0896
C16 -4.609 2.526 -1.240  0.3549
C17 -4.073 3.673 -1.806  -0.4574
C18 -5.036 4.511 -2.362  -0.5923
C19 -6.307 4.015 -2.223  -0.3503
S2 -6.349 2.523 -1.419  -0.1519
C20 -1.529 -3.866 2.049  -0.4558
H1 1.486 -7.890 4.067  0.4812
H2 3.505 -6.347 3.468  0.4295
H3 2.739 -4.111 2.434  0.3628
H4 1.487 -2.381 1.573  0.5067
H5 -4.218 -3.873 1.756  0.5184
H6 -5.556 -2.075 0.746  0.5238
H7 -5.647 0.194 -0.317  0.5380
H8 -1.955 2.384 -0.665  0.5640
H9 -3.023 3.897 -1.826  0.3833
H10 -4.813 5.443 -2.846  0.4202
H11 -7.217 4.471 -2.562  0.4780
H12 -1.982 -4.769 2.427  0.5451
N3 4.015 4.606 3.825  -0.2948
C21 2.768 4.160 4.003  0.4292
S3 1.852 4.741 5.272  -0.2769
C22 2.187 3.179 3.092  1.2047
C23 2.865 2.632 1.981  -1.1123
C24 2.235 1.730 1.165  -0.3821
N4 0.965 1.310 1.362  0.3736
C25 0.306 1.812 2.440  -0.3773
C26 0.867 2.721 3.293  -0.8516
H13 4.377 5.288 4.478  0.2224
H14 4.630 4.311 3.086  0.1407
H15 3.883 2.900 1.748  0.3396
H16 2.746 1.303 0.312  0.5410
H17 -0.702 1.449 2.591  0.6310
H18 0.309 3.100 4.136  0.4384
C27 2.365 3.224 -2.671  -0.9672
C28 2.848 2.153 -3.639  -0.6036
C29 2.674 0.746 -3.081  -0.5254
S4 0.875 0.448 -2.942  0.3277
O1 0.661 0.120 -1.377  1.1406
C30 0.642 -1.165 -3.753  -0.9067
C31 1.200 -2.396 -3.054  0.1409
C32 2.706 -2.598 -3.182  -1.3439
H19 2.351 4.189 -3.167  0.4025
H20 3.021 3.299 -1.809  0.2551
H21 1.356 3.008 -2.320  0.2878
H22 3.906 2.307 -3.859  0.4267
H23 2.305 2.237 -4.581  0.3193
H24 3.105 0.649 -2.085  0.3519
H25 3.118 0.012 -3.748  0.4036
H26 1.068 -1.032 -4.749  0.6157
H27 -0.442 -1.244 -3.859  0.4635
H28 0.698 -3.252 -3.508  0.4558
H29 0.908 -2.373 -2.000  -0.1531
H30 3.026 -2.498 -4.216  0.3426
H31 2.958 -3.606 -2.868  0.4151
H32 3.276 -1.918 -2.554  0.2912

Summary:
maximum force	0.0468	Eh/bohr
gap between HOMO and LUMO	5.854	eV
charge	+3
energy relative to the best compared isomer or geometry (same formula, charge and spin)	13.9	kcal/mol
HOMO	-14.93	eV

---

Q: Among the records above, which one has the highest HOMO?
A: C32H31N6OS4Sr

---

Q: Which value of gap between HOMO and LUMO does entry 1 give?
A: 7.671 eV

---

Q: The lowest energy relative to the best compared isomer or geometry (same formula, charge and spin) belongs to which entry?
A: C32H31N6OS4Sr